{"formula": "C17H27B2FNO7", "method": "wB97M-V/def2-TZVPD", "symbols": ["C", "C", "C", "N", "B", "O", "C", "C", "C", "C", "C", "C", "C", "C", "C", "B", "O", "O", "C", "C", "O", "H", "H", "H", "H", "H", "H", "H", "H", "H", "H", "H", "H", "H", "H", "H", "H", "H", "H", "H", "H", "H", "H", "H", "H", "C", "C", "O", "C", "O", "O", "F", "H", "H", "H"], "positions_angstrom": [[2.800, 3.167, 2.925], [1.324, 3.700, 3.112], [0.275, 3.078, 2.115], [0.389, 1.625, 1.932], [-0.737, 1.039, 1.079], [-0.982, 1.616, -0.253], [-1.364, 0.444, -1.012], [-0.236, -0.554, -0.488], [-0.355, -2.093, -0.897], [1.096, -2.684, -0.716], [1.546, -2.800, 0.687], [2.882, -3.288, 1.002], [3.740, -3.647, -0.136], [3.300, -3.569, -1.517], [1.953, -3.074, -1.822], [1.115, 0.162, -1.058], [2.251, 0.207, -0.209], [1.148, 0.758, -2.337], [2.155, 1.771, -2.464], [1.858, 3.092, -1.668], [-0.474, -0.423, 0.932], [3.394, 3.809, 2.212], [3.324, 3.282, 3.923], [2.867, 2.086, 2.654], [1.022, 3.561, 4.181], [1.353, 4.807, 2.915], [-0.755, 3.315, 2.543], [0.341, 3.569, 1.108], [0.466, 1.130, 2.822], [-1.789, 1.146, 1.690], [-2.405, 0.091, -0.734], [-1.374, 0.655, -2.113], [-0.749, -2.232, -1.935], [-1.048, -2.596, -0.179], [0.864, -2.483, 1.512], [3.206, -3.362, 2.060], [4.773, -3.998, 0.105], [3.984, -3.850, -2.357], [1.561, -2.971, -2.860], [2.266, 1.046, 0.293], [3.193, 1.378, -2.259], [2.172, 2.057, -3.558], [0.978, 3.587, -2.161], [2.764, 3.761, -1.778], [1.707, 2.956, -0.570], [-5.354, -1.385, 0.115], [-4.796, -1.848, -1.197], [-5.658, -2.916, -1.551], [-6.864, -2.622, -0.986], [-7.889, -3.146, -1.285], [-6.749, -1.650, -0.041], [-3.543, -2.331, -1.049], [-4.967, -1.958, 0.961], [-5.172, -0.326, 0.296], [-4.807, -1.091, -1.984]], "lumo_ha": 0.0977, "spin_multiplicity": 1, "fmax_ev_per_a": 3.256, "total_charge": -1, "homo_lumo_gap_ev": 6.743, "homo_energy_ha": -0.1500}